Entry 1:
Density functional theory data (the ωB97M-V functional and the def2-TZVPD basis) for 3 unconnected molecules or ions with the total composition C17H24F3NO5.

Output
- HOMO-LUMO gap (eV) = 9.10
- HOMO energy (eV) = -9.767

```
! RIJCOSX wB97M-V def2-TZVPD def2/J DEFGRID3
* xyz 0 1
C -3.58197 -3.03468 -0.05751
C 2.38460 1.52741 -2.27468
C -1.69840 2.55220 2.15721
H -2.34835 -1.46803 0.72226
H 3.84455 2.96735 -1.58446
H -2.46684 -5.09932 1.29769
C -0.49365 -4.92181 0.43548
F -1.86561 1.67781 -3.56786
O -3.47178 3.55491 -0.17801
H 5.60389 1.59763 -1.74908
O -1.21172 -0.15124 -1.69627
C -0.78236 1.86311 2.95425
H 1.52153 0.98064 -1.88993
H -1.18033 -4.87185 2.46948
H 2.26720 3.10693 -0.82689
H -4.33921 -2.95506 0.72373
H 3.98372 -0.13938 -0.85952
C -1.53093 -4.56074 1.48518
O 3.39615 1.66800 -0.03040
C -2.68851 2.64854 -0.21294
H -3.90509 -2.45103 -0.92014
C -1.83762 2.11095 0.86389
C 3.00417 2.38772 -1.18593
H -0.32161 -5.99865 0.44048
O -0.56816 2.29292 4.24243
H -0.81049 -4.64202 -0.56968
C -1.52296 0.78117 -1.01521
H 0.69800 0.32171 3.09288
F -3.40474 3.08904 -3.00359
H -2.25630 3.39069 2.54594
C -0.03358 0.79625 2.45465
H 3.09056 0.79915 -2.67596
C 4.37185 0.65980 -0.21694
O -1.77150 -3.17123 1.60989
C -1.12415 1.02980 0.38541
H 6.10773 1.93574 -0.09138
C -0.20372 0.34984 1.16094
F -1.34300 3.48477 -2.50972
H 2.05416 2.15699 -3.10147
N -2.44253 1.82524 -1.38095
H 0.45187 -4.41875 0.64348
H -1.01372 1.69988 4.85577
H 4.51748 0.22688 0.77313
C -2.24578 -2.51698 0.44480
H 6.41378 0.34694 -0.81157
H 0.34490 -0.48148 0.74265
C 5.69967 1.16886 -0.75092
H -3.52821 -4.07915 -0.36691
C -2.26993 2.51197 -2.62415
H -1.49307 -2.54940 -0.34956
*
```

Mulliken atomic charge list, values in e, 8 entries: -1.314, -1.048, -0.436, -0.017, 0.329, 0.315, -1.041, -0.223

---

Entry 2:
Density functional theory data (the ωB97M-V functional and the def2-TZVPD basis) for a molecular structure, C5H7NO2.

Output
- HOMO-LUMO gap (eV) = 8.87
- HOMO energy (eV) = -8.934

```
! RIJCOSX wB97M-V def2-TZVPD def2/J DEFGRID3
* xyz 0 1
H 0.91210 3.59905 0.45265
C -0.61574 -0.25574 -0.86173
H 1.17935 1.89059 -0.99862
C 0.57857 0.36536 0.44510
H 1.06799 -1.72842 1.44946
H 0.22114 0.27824 1.48403
N 0.68312 2.69651 0.86986
O -0.82439 0.47002 -1.77804
C 1.19319 -0.72250 -0.20366
H -1.07111 -2.34212 -0.82173
O 1.27345 -1.84950 0.49591
H -1.49498 -1.49505 0.66645
C 0.84678 1.75688 0.03201
H -2.47684 -1.25170 -0.81102
C -1.47263 -1.41161 -0.42067
*
```

Mulliken atomic charge list, values in e, 8 entries: 0.272, 0.814, 0.410, 0.073, 0.282, 0.346, -0.637, -0.478

---

Entry 3:
Density functional theory data (the ωB97M-V functional and the def2-TZVPD basis) for 7 unconnected molecules or ions with the total composition H15O7 at a distorted geometry.

Output
- HOMO-LUMO gap (eV) = 11.62
- HOMO energy (eV) = -14.768

```
! RIJCOSX wB97M-V def2-TZVPD def2/J DEFGRID3
* xyz 1 1
H -2.97086 -2.97550 -0.33450
H -0.54986 1.99050 -1.50150
O 0.03314 -0.79750 -0.13450
O -1.09986 1.37150 -1.05350
H 1.16614 1.42750 -3.49850
H 1.82814 0.84450 2.22850
H -2.05086 -3.26050 -1.43750
H -0.61586 -0.29750 -0.55850
O -2.32086 -2.47650 -0.84350
H 1.74514 1.58750 -2.08550
O -1.21786 -1.42350 2.28950
H -0.28186 -1.27950 0.65850
H -0.74686 -1.47650 3.18050
H 0.56014 0.68350 3.01350
O 1.10014 1.95250 -2.64450
H 3.07714 0.39150 -0.80350
H 2.33214 1.44650 -0.01750
H -1.81786 1.83750 -0.56450
H -2.03686 -0.93950 2.66150
O 2.23614 0.69550 -0.50750
O 0.86414 1.02450 2.19050
H 0.76714 -0.32650 -0.23750
*
```

Mulliken atomic charge list, values in e, 8 entries: 0.320, 0.322, -0.126, -0.659, 0.339, 0.318, 0.334, 0.324

---

Entry 4:
Density functional theory data (the ωB97M-V functional and the def2-TZVPD basis) for a single C3H3NO molecule at a distorted geometry.

Output
- HOMO-LUMO gap (eV) = 9.69
- HOMO energy (eV) = -10.329

```
! RIJCOSX wB97M-V def2-TZVPD def2/J DEFGRID3
* xyz 0 1
C 1.08059 0.38447 -0.34404
H 0.32460 -1.17731 1.10559
H -0.65502 -1.72054 -0.35472
O -1.33720 0.89392 -0.92898
H -0.58782 0.93592 0.99626
N 2.04406 0.99422 -0.58620
C -0.71563 0.45695 0.02069
C -0.13918 -0.87623 0.16486
*
```

Mulliken charges, unit e, in atom order: 0.114, 0.271, 0.288, -0.524, 0.302, -0.339, 0.294, -0.408

---

Entry 5:
Density functional theory data (the ωB97M-V functional and the def2-TZVPD basis) for a single C2H4N4O molecule at a distorted geometry.

Output
- HOMO-LUMO gap (eV) = 9.45
- HOMO energy (eV) = -10.023

```
! RIJCOSX wB97M-V def2-TZVPD def2/J DEFGRID3
* xyz 0 1
H -0.09192 0.76742 -0.61889
H -0.81321 -0.91763 -0.89647
C -0.39677 -0.19713 -0.20155
C 0.93256 -0.69302 0.48085
N 0.59865 -1.85488 1.39775
N 1.88612 -2.62797 -0.24142
N 1.14958 -2.85125 1.03315
H -1.12447 -0.06867 0.60469
N 1.82599 -1.45104 -0.50659
O 1.60784 0.28720 1.19490
H 2.17168 0.74539 0.51359
*
```

Mulliken atomic charge list, values in e, 8 entries: 0.282, 0.335, -1.053, 0.788, -0.116, -0.172, -0.172, 0.327

---

Entry 6:
Density functional theory data (the ωB97M-V functional and the def2-TZVPD basis) for a molecular structure, C39H41MnN4O2Sb2Se2 at a distorted geometry.

Output
- HOMO-LUMO gap (spin up / spin down) (eV) = 5.76 / 5.63
- HOMO energy (spin up / spin down) (eV) = -9.317 / -9.334

```
! RIJCOSX wB97M-V def2-TZVPD def2/J DEFGRID3
* xyz 1 6
C -3.22783 2.08445 -3.57634
H -2.45014 -2.58107 -0.54914
H -1.41057 -4.91080 -0.80874
H 2.67312 -3.91521 0.44345
H -0.57271 -3.85248 3.41632
C 4.16775 -2.51863 -1.79516
H -1.17913 1.75202 3.32959
H 4.86089 4.49687 1.64426
C -0.27227 1.16594 3.39972
H 3.68958 0.80994 -0.18631
C -0.82256 -4.43014 2.53394
O -0.37069 0.84101 1.06441
N 1.57537 -0.54228 -0.04726
H -0.08291 1.37865 5.50827
C 3.87526 -1.31133 4.85518
H 2.05076 -1.88929 -4.35610
C 1.46046 -0.13704 2.25152
N 2.02863 -0.68613 1.18430
O 0.56913 -0.53334 -2.49253
C -0.34806 -4.83391 -0.60121
Se 0.58580 3.54812 -2.74901
C 1.53300 0.20296 4.70544
H -3.63185 -2.05696 4.01057
H 4.78093 -1.89564 4.91861
H 1.93811 -5.11414 1.50685
H 3.78852 -0.95266 6.97176
H -4.00795 2.23915 -4.30491
C 2.29202 -1.20503 -1.02089
H -1.83679 3.46985 -4.46742
C 3.31627 -0.77452 6.01788
H -1.90335 -2.37164 3.76387
H 0.18799 -4.62372 -1.52186
C -2.25180 -4.69653 2.39575
C -3.23315 -3.78203 2.83664
N -1.20835 1.67354 -1.69565
C 1.77762 -1.22474 -2.33708
C -4.57982 -4.14579 2.75820
C -4.96847 -5.35292 2.22038
H -6.01476 -5.61492 2.17501
H -3.98565 -1.72770 -0.76410
C -2.89066 -2.45714 3.32936
Sb 0.04767 -3.25675 0.85506
H 0.00016 -0.60287 -4.50257
C 2.43959 -1.88720 -3.35008
C 3.63670 -2.53950 -3.07395
C 3.47817 1.83031 0.09931
H 5.10441 -3.01287 -1.59125
Se 0.40088 4.35707 -0.59221
H -5.32470 -3.47177 3.15580
C 3.51006 -1.85656 -0.78033
C 0.25069 0.64763 2.20286
C -3.36958 -2.27637 -0.05773
C -5.02037 -0.50034 1.88968
H -0.31178 -2.08835 -3.54525
Mn 0.36831 0.78156 -0.68723
C 3.27840 -1.09624 3.63734
H -5.35551 0.15722 1.09329
H -3.91059 -3.15149 0.28391
C 4.13986 3.88452 1.12695
C -1.04908 2.52538 -2.71601
C 0.34258 0.95868 4.60951
H -5.16762 0.00817 2.83701
C -4.00431 -6.23574 1.74376
C 2.90282 4.39118 0.77821
H -0.00166 -5.77642 -0.19259
H -4.30133 -7.18206 1.31417
C -2.39572 1.06438 -1.58353
H -1.29454 -0.62728 -3.28800
N 2.27693 2.30689 -0.24513
H 5.39132 2.13339 0.98402
C 2.17260 -0.02196 5.94050
C 4.43389 2.57738 0.76251
H -4.35386 0.70789 -2.35447
H -0.25016 -5.34992 2.52443
C -2.02385 2.75792 -3.67567
C -2.66858 -5.90973 1.84386
H 2.44445 -3.54525 2.15682
H 3.71760 -1.48873 2.73466
H 2.61066 5.40151 1.02288
C -3.42027 1.23037 -2.49285
C -0.29390 -0.99359 -3.52208
H 1.74327 0.40563 6.83423
H -1.92053 -6.61600 1.51270
C 2.02770 3.57732 0.07420
H -2.51472 0.41799 -0.72180
H -5.60328 -1.41555 1.87205
H 4.15013 -3.05653 -3.86608
C 2.02147 -4.05328 1.29758
Sb -2.90766 -0.97562 1.63888
H 3.91519 -1.82139 0.21667
C 2.09665 -0.34896 3.52583
*
```

Mulliken atomic charge list, values in e, 8 entries: -0.558, 0.072, 0.421, 0.424, 0.711, -0.817, 0.610, 0.451

---

Entry 7:
Density functional theory data (the ωB97M-V functional and the def2-TZVPD basis) for a molecular structure, C20H44ClLiO10 at a distorted geometry.

Output
- HOMO-LUMO gap (eV) = 8.69
- HOMO energy (eV) = -8.753

```
! RIJCOSX wB97M-V def2-TZVPD def2/J DEFGRID3
* xyz 0 1
C -15.76598 -4.23074 -12.65759
C -12.28565 -12.35680 -15.30081
H -16.51846 -5.00373 -12.49912
C -15.91884 -8.73965 -11.33562
C -9.47509 -11.29334 -11.01891
Cl -11.95130 -7.39108 -10.63145
C -9.98453 -12.72888 -10.93999
H -12.87760 -5.38293 -15.69737
H -16.87928 -3.15347 -11.19338
O -11.42002 -11.21166 -15.22351
H -10.56038 -12.96835 -11.83456
H -10.84506 -13.62830 -9.08893
O -13.64578 -6.51242 -14.17431
O -10.55612 -9.41942 -6.99159
H -13.14656 -11.94229 -15.85154
H -15.59976 -4.03189 -13.72008
H -17.82791 -7.24654 -12.46743
H -14.17039 -6.84018 -14.90476
H -14.14757 -3.76948 -10.06619
C -16.89214 -9.83190 -11.78325
H -14.43007 -1.88895 -12.45685
H -13.50338 -13.20158 -13.69452
H -17.11726 -9.78088 -13.94369
H -9.68553 -6.27344 -6.12686
O -15.82055 -7.80674 -12.41651
H -10.49431 -6.01947 -15.23024
H -14.91452 -9.05912 -11.06898
C -17.53243 -9.27156 -13.07171
C -12.52663 -12.74090 -13.86133
H -13.51281 -11.13903 -12.88852
Li -13.81404 -6.41597 -12.11228
H -11.79268 -13.43852 -13.45243
H -9.41015 -9.85290 -9.39350
H -10.83078 -8.43138 -5.24275
H -9.10505 -13.35448 -10.78848
H -16.34684 -8.22420 -10.46768
C -12.48504 -11.42574 -13.11531
H -17.67142 -10.03197 -11.05001
C -17.07984 -7.79090 -13.05583
H -8.77824 -7.72227 -5.86009
H -11.04738 -7.16446 -13.99863
H -12.32640 -4.85430 -14.18349
H -16.69630 -2.24642 -12.75735
H -14.85072 -1.56380 -10.78787
H -11.80504 -7.79075 -6.44737
H -8.46800 -11.38305 -9.15145
O -14.64449 -4.67526 -11.88712
O -10.41951 -11.63842 -8.87128
C -10.79609 -8.20407 -6.31919
H -11.96172 -11.46763 -12.15662
C -9.55687 -7.29479 -6.49406
H -10.83759 -9.98216 -13.62527
H -18.60587 -9.43940 -13.12803
H -13.05746 -3.50043 -11.41560
H -10.09535 -10.62622 -11.62297
C -10.88938 -12.72438 -9.69413
H -16.36850 -10.76780 -11.97420
O -11.80226 -6.17251 -11.38860
O -13.25470 -7.38547 -9.99565
H -16.99791 -7.35822 -14.04945
O -11.93335 -8.46773 -11.57765
C -9.38041 -10.92626 -9.55368
H -12.47255 -9.71421 -14.28943
C -14.11307 -3.55952 -11.13600
H -11.43038 -7.50554 -15.60521
H -8.49655 -11.25251 -11.50270
H -9.18574 -7.27954 -7.51848
H -11.92042 -12.50363 -9.98376
C -11.32708 -6.65687 -14.92694
H -11.91094 -13.12054 -15.98211
C -11.70623 -10.46960 -14.05384
C -12.54320 -5.77346 -14.72749
C -14.89880 -2.32134 -11.56725
H -10.41808 -9.14910 -7.90751
O -10.93175 -7.56409 -9.65798
C -16.22268 -2.89732 -12.02678
*
```

Mulliken atomic charge list, values in e, 8 entries: -0.212, -0.530, 0.019, -0.294, 0.301, 1.315, -0.147, 0.446

---

Entry 8:
Density functional theory data (the ωB97M-V functional and the def2-TZVPD basis) for a molecular structure, C22H34N3OPtTe.

Output
- HOMO-LUMO gap (spin up / spin down) (eV) = 6.84 / 6.13
- HOMO energy (spin up / spin down) (eV) = -10.371 / -10.164

```
! RIJCOSX wB97M-V def2-TZVPD def2/J DEFGRID3
* xyz 1 1
C -0.63778 -2.87863 1.83878
H 3.15694 1.05374 -2.68410
H -2.50717 5.09277 -1.38716
H 2.37979 -0.64994 0.81020
H 0.31952 -3.39073 5.02593
C -0.70347 1.61100 -0.20719
H -3.53358 0.22143 -3.08945
H -1.46130 -3.02314 1.15100
H -2.67973 0.78178 -1.61626
H 2.35578 2.37994 0.06043
C 0.72347 1.99669 -3.00297
H 2.08773 -0.33098 -2.44261
O 2.35295 -2.66750 -0.93038
H 1.34077 3.58883 -0.71813
H -3.23732 -0.27441 2.32881
H -0.54055 3.48074 -1.29344
C 3.36888 -2.90660 -0.29234
C -2.56766 0.36895 -2.61672
H -2.85703 -3.31288 -0.95619
C -3.34458 0.80588 2.43013
C 1.46873 -2.44544 3.47925
H -2.99370 1.08056 3.42608
H 0.60667 1.11750 -3.63958
H -1.83041 5.65199 0.13760
H 3.03018 0.31804 -1.08918
N 0.43579 -2.26345 1.34143
C -2.53135 4.94460 -0.30740
H -3.52852 5.19786 0.04645
H 3.25409 -0.87920 2.32076
C 1.33913 1.57677 -1.66552
C -2.16694 3.53358 0.05889
H -0.24590 2.47868 -2.91669
H 2.84628 3.08701 -1.47795
C -2.56476 1.53339 1.37118
C -3.09810 -2.27949 -1.19064
C 4.42161 -3.86088 -0.78979
C 1.98918 2.73753 -0.90161
N 0.35795 0.90669 -0.76188
Pt 0.27414 -1.08109 -0.79898
H -1.95109 1.01855 -3.22622
H -1.61939 -3.80894 3.49506
H -1.16689 -0.05497 1.06073
Te -1.59464 -1.50053 -2.46400
H 1.39642 2.68401 -3.51577
C -2.90907 2.83162 1.00088
H 4.33708 -4.80446 -0.24923
H 4.44574 -2.60304 1.40253
C 0.35019 -3.08175 3.99053
C -0.72634 -3.31118 3.14905
C 2.69648 -1.40137 1.54321
H -4.40467 1.05017 2.37833
C -1.07584 2.91987 -0.54390
H -3.13246 -1.67725 -0.28557
H 5.42727 -3.47165 -0.63972
H 4.25033 -4.04612 -1.84582
N 3.60670 -2.33921 0.91462
C 2.46481 0.58550 -1.98307
C -1.46756 0.94540 0.77121
H -3.76724 3.30621 1.46029
H -4.04828 -2.23722 -1.71679
C 1.48205 -2.05959 2.14687
H 2.32662 -2.24565 4.10604
*
```

Mulliken atomic charge list, values in e, 8 entries: -0.235, 0.526, 0.373, -0.860, 0.424, -0.083, 0.508, 0.260

---

The following ΔE to the lowest compared entry with this formula, charge and spin values (in eV) correspond, in order, to the records above: 0.000 4.102 2.565 3.367 3.353 0.924 0.000 1.304.
The following E_tot values (in eV) correspond, in order, to the records above: -37898.360 -10879.516 -14568.775 -6693.125 -10143.781 -226245.778 -54648.181 -40417.503.